C25H40Br4F5N2O5PY | ωB97M-V/def2-TZVPD

Atoms and positions in Å:
C  -0.377  -3.040  4.066
C  0.002  -3.208  2.525
P  0.507  -1.581  1.836
C  -0.926  -0.418  2.182
C  0.797  -1.626  -0.060
C  -0.238  -2.502  -0.863
O  -1.525  -2.498  -0.180
C  -2.300  -1.413  -0.737
C  -3.634  -1.173  0.037
C  -4.240  0.180  -0.544
C  -5.624  0.553  0.054
F  -6.327  -0.683  0.480
Br  -6.711  1.454  -1.321
C  -5.554  1.576  1.327
F  -6.741  1.443  2.175
F  -4.486  1.357  2.119
Br  -5.381  3.391  0.603
C  0.208  -3.932  -1.295
Br  1.389  -4.912  -0.098
C  -1.102  -4.781  -1.622
C  -1.642  -5.609  -0.422
Br  -0.555  -6.063  -3.044
N  2.184  -1.803  -0.413
C  3.149  -1.107  0.427
C  2.909  0.431  0.686
C  4.125  1.357  0.276
C  3.816  2.301  -0.930
C  2.579  3.231  -0.735
C  2.372  4.037  -2.094
C  2.302  5.583  -1.891
C  1.228  6.046  -0.848
O  0.174  5.048  -0.621
C  -0.135  5.088  0.731
C  0.023  3.793  1.600
O  -0.504  6.062  1.285
N  2.440  -1.872  -1.772
C  2.486  -0.628  -2.456
O  1.680  0.210  -2.446
F  3.575  -0.451  -3.246
C  3.456  -2.830  -2.164
O  3.189  -3.840  -2.640
F  4.776  -2.559  -2.031
H  -0.822  -4.009  4.380
H  -1.077  -2.200  4.241
H  0.575  -2.923  4.633
H  -0.833  -3.723  2.000
H  0.902  -3.866  2.519
H  -1.143  0.252  1.326
H  -0.692  0.224  3.062
H  -1.787  -1.065  2.469
H  0.544  -0.559  -0.347
H  -0.440  -1.937  -1.812
H  -2.580  -1.689  -1.784
H  -1.691  -0.474  -0.703
H  -4.326  -2.019  -0.160
H  -3.511  -1.014  1.129
H  -4.271  0.112  -1.653
H  -3.526  0.997  -0.286
H  0.718  -3.836  -2.279
H  -1.904  -4.159  -2.062
H  -2.603  -6.070  -0.765
H  -0.993  -6.471  -0.155
H  -1.911  -4.991  0.466
H  4.170  -1.204  -0.017
H  3.242  -1.605  1.435
H  2.810  0.566  1.794
H  1.983  0.850  0.235
H  4.452  1.955  1.160
H  5.029  0.760  -0.011
H  4.703  2.976  -1.037
H  3.726  1.783  -1.910
H  1.620  2.680  -0.583
H  2.675  3.933  0.127
H  3.157  3.724  -2.824
H  1.410  3.698  -2.553
H  2.021  6.022  -2.878
H  3.325  5.924  -1.605
H  1.745  6.264  0.110
H  0.725  6.945  -1.269
H  -0.791  3.815  2.353
H  -0.045  2.904  0.924
H  1.012  3.827  2.105
Y  -6.960  -1.006  2.291

Cartesian forces, eV/Å:
0.6 -0.4 -0.7
0.4 -0.1 1.5
-1.2 -0.7 -0.4
0.4 0.1 0.4
-0.7 0.8 -1.0
0.3 -0.1 -0.3
0.4 1.1 -0.2
-0.4 -0.2 0.5
-0.2 0.7 -0.4
0.5 -0.9 0.6
1.0 3.1 -1.5
0.7 0.3 -2.7
-0.1 -1.7 0.5
0.8 1.4 -1.2
1.2 -1.0 -1.0
-1.2 -0.6 -0.3
0.1 -0.7 1.5
-1.7 0.1 -1.1
-0.1 0.4 -0.3
1.0 -0.7 0.7
-1.1 -0.4 -0.6
-0.4 0.5 0.5
-0.3 0.1 1.3
1.2 0.7 0.2
0.8 0.7 0.9
0.0 -0.1 -0.6
0.2 0.8 0.8
-0.2 0.1 -1.3
-0.7 -0.3 0.5
-0.3 -0.8 -0.7
0.7 0.7 -1.0
0.8 -0.4 1.5
0.0 -1.6 0.1
-0.2 0.0 -1.4
-0.4 1.4 0.3
1.5 0.8 -0.6
1.7 0.0 -1.3
-1.8 0.9 0.9
-0.6 -1.2 0.8
1.9 0.5 0.1
-1.5 -2.4 -1.1
-1.3 1.3 0.8
0.2 0.8 -0.1
0.4 -0.6 0.1
-0.9 0.2 -0.2
0.5 0.6 -0.1
-0.7 0.4 -0.4
0.2 -0.5 0.5
0.0 -0.4 -0.6
0.5 0.4 -0.4
0.0 -0.6 0.7
0.6 -0.6 0.5
0.4 0.5 0.6
-0.5 -0.6 -0.3
0.5 0.4 0.2
0.2 -0.5 -0.6
-0.4 0.2 0.8
-0.7 -0.4 -0.2
0.1 0.0 1.0
0.7 -0.2 0.2
0.7 0.3 0.3
-0.3 0.9 -0.1
0.5 -0.3 -0.6
-0.9 -0.2 0.1
-0.6 0.1 -0.7
-0.2 -0.3 -0.8
0.5 -0.6 0.1
-0.4 -0.3 -0.7
-0.7 0.2 0.4
-0.6 -0.5 0.0
0.0 0.1 0.8
0.8 0.1 0.1
0.2 -0.6 -0.5
-0.4 0.6 0.6
0.7 0.3 0.4
0.5 -0.2 0.7
-0.9 0.1 -0.1
-0.6 0.0 -0.5
0.5 -0.4 0.7
0.6 -0.1 -0.4
0.1 0.5 0.7
-0.6 -0.1 -0.4
-1.7 -0.6 3.8

Its LUMO energy is -13.21 eV. The total charge is +3. As for the HOMO-LUMO gap: 1.87 eV.

These are the Mulliken partial charges, in e, on atoms 1 to 8:
1. C -1.134
2. C -0.032
3. P 0.413
4. C -0.869
5. C -0.171
6. C -0.544
7. O -0.278
8. C -0.696